[1]
39
Properties=species:S:1:pos:R:3:mulliken_spin:R:1 method="wB97M-V/def2-TZVPD" spin_multiplicity=2 orbital_gap_ha="0.258 / 0.228" s2=0.757 lumo_energy_ev="-0.13 / -0.98" total_energy_ha=-13286.47394 e_homo_ha="-0.263 / -0.264"
Cu -0.91 -0.70 -0.68 0.541
Br 0.43 4.25 0.65 0.000
C 1.30 2.98 -0.46 -0.004
C 2.59 3.27 -0.94 0.000
C 3.24 2.38 -1.73 -0.001
Br 4.96 2.82 -2.38 0.000
C 2.64 1.13 -2.05 0.008
C 3.26 0.14 -2.86 -0.003
C 2.61 -1.03 -3.10 0.005
C 1.35 -1.25 -2.52 -0.005
N 0.76 -0.36 -1.76 0.073
C 1.36 0.84 -1.54 0.000
C 0.63 1.81 -0.75 -0.005
O -0.58 1.54 -0.39 0.013
H 3.05 4.21 -0.68 0.000
H 4.23 0.34 -3.28 0.000
H 3.05 -1.80 -3.72 0.000
H 0.82 -2.18 -2.68 0.002
Se -2.53 0.05 -2.40 0.297
Te -2.78 -2.14 -3.54 0.021
Te -3.20 -3.80 -1.46 0.001
Se -0.78 -3.63 -0.69 0.003
N -1.75 -3.03 2.81 0.000
C -1.28 -1.75 3.33 0.001
P -1.04 -0.66 1.91 -0.004
O -2.21 -0.83 0.94 0.032
O 0.30 -0.83 1.26 0.026
C -1.24 1.07 2.57 -0.001
N -2.01 1.84 1.57 0.000
H -2.66 -2.93 2.38 0.000
H -1.80 -3.73 3.53 0.000
H -1.08 -3.47 0.74 0.000
H -0.31 -1.88 3.80 0.001
H -1.95 -1.28 4.06 0.001
H -0.26 1.54 2.68 0.001
H -1.75 1.06 3.53 -0.001
H -2.81 1.29 1.25 0.000
H -1.35 1.95 0.69 -0.001
H -2.31 2.75 1.91 0.000

[2]
27
Properties=species:S:1:pos:R:3:mulliken_spin:R:1 method="wB97M-V/def2-TZVPD" spin_multiplicity=3 orbital_gap_ha="0.289 / 0.201" s2=2.027 lumo_energy_ev="0.89 / -3.43" total_energy_ha=-3342.80950 relative_energy_kcal_mol=0.00 e_homo_ha="-0.256 / -0.327"
C 0.41 -2.24 -0.05 -0.041
C 1.70 -0.17 0.20 -0.059
C 1.60 -1.57 0.27 0.138
C -0.70 -1.54 -0.46 0.072
C 0.54 0.55 -0.18 0.044
C -0.66 -0.08 -0.49 -0.026
C -0.90 2.43 -0.22 0.017
C 2.84 -2.35 0.57 -0.008
C -1.99 -2.29 -0.65 0.028
C 0.54 1.99 -0.41 -0.009
C -1.11 2.45 1.39 0.060
P -1.96 1.00 -0.80 0.812
Br -5.05 -0.82 0.84 0.973
H 0.42 -3.25 0.20 -0.001
H 2.60 0.40 0.05 -0.004
H 2.79 -3.37 0.23 0.002
H 3.67 -1.79 0.16 0.004
H 3.14 -2.40 1.63 0.011
H -2.74 -1.82 -1.27 -0.005
H -1.82 -3.28 -1.01 0.002
H -2.50 -2.54 0.27 0.000
H -1.12 3.47 -0.65 -0.007
H 1.32 2.48 0.19 0.004
H 1.07 2.20 -1.47 0.011
H -0.78 1.45 1.72 -0.007
H -0.64 3.39 1.66 0.004
H -2.21 2.43 1.49 -0.017

[3]
40
Properties=species:S:1:pos:R:3:lowdin_charge:R:1 method="wB97M-V/def2-TZVPD" orbital_gap_ha="0.176 / 0.176" charge=+2 lumo_energy_ev="-9.66 / -9.68" total_energy_ha=-3216.96836 relative_energy_kcal_mol=49.36 e_homo_ha="-0.531 / -0.531"
Ce 1.12 -0.23 -0.58 1.795
N 1.01 3.69 1.33 0.153
C 0.30 3.41 0.07 -0.431
C -0.83 4.54 0.01 -0.022
P 1.66 3.30 -1.21 0.396
O 2.74 4.17 -0.37 -0.115
O 1.33 4.01 -2.45 -0.214
O 2.09 1.82 -1.32 -0.392
P -0.69 1.86 0.44 0.279
O -1.96 2.22 1.37 -0.080
O 0.20 1.03 1.29 -0.339
O -1.08 1.19 -0.81 -0.281
H 1.81 4.32 1.18 0.151
H 1.35 2.86 1.74 0.128
H 0.40 4.07 2.07 0.191
H -0.36 5.45 -0.33 0.099
H -1.32 4.66 0.95 0.079
H -1.48 4.29 -0.79 0.089
H 2.86 4.97 -0.85 0.094
H -2.76 2.65 0.98 0.137
Cl 2.91 -4.75 -0.27 0.805
C 1.20 -4.48 -0.17 -0.520
C 0.33 -5.48 0.31 -0.073
C -0.98 -5.20 0.41 -0.550
Cl -2.05 -6.38 1.13 0.802
C -1.55 -4.02 -0.03 -0.161
C -2.90 -3.69 0.06 0.045
C -3.30 -2.40 -0.24 0.004
C -2.39 -1.51 -0.71 -0.063
N -1.08 -1.77 -0.79 0.054
C -0.67 -3.00 -0.48 -0.156
C 0.71 -3.28 -0.64 -0.321
O 1.53 -2.31 -1.05 -0.230
H 0.72 -6.42 0.70 0.137
H -3.63 -4.44 0.41 0.121
H -4.31 -2.08 -0.17 0.123
H -2.72 -0.53 -1.05 0.125
O 3.60 -0.71 -0.10 -0.045
H 3.78 -1.63 0.11 0.080
H 4.41 -0.20 -0.12 0.106

[4]
27
Properties=species:S:1:pos:R:3:mulliken_spin:R:1 method="wB97M-V/def2-TZVPD" spin_multiplicity=2 orbital_gap_ha="0.095 / 0.264" s2=0.758 charge=-1 lumo_energy_ev="3.64 / 3.53" total_energy_ha=-537.01170 relative_energy_kcal_mol=4.23 e_homo_ha="0.039 / -0.134"
C 2.15 2.91 0.97 0.066
C -0.26 3.15 -0.02 0.197
C 1.07 2.90 -0.06 -0.118
C 0.29 2.25 -1.94 0.161
N -0.76 2.70 -1.22 -0.004
N 1.41 2.34 -1.28 0.021
H -0.91 3.25 0.84 -0.024
H -1.73 2.70 -1.51 -0.098
H 3.12 2.73 0.54 0.006
H 1.96 2.19 1.77 -0.002
H 0.15 1.84 -2.93 -0.062
H 2.17 3.85 1.54 -0.006
C -1.36 -4.13 -0.54 -0.047
C -1.18 -0.54 0.82 0.090
C 0.17 -0.40 1.01 -0.124
C -1.71 -1.77 0.33 0.464
C -0.82 -2.80 -0.09 0.040
C 1.08 -1.45 0.68 0.396
C 0.53 -2.61 0.10 -0.131
H -1.84 0.31 0.95 -0.080
H 0.55 0.55 1.35 0.078
H -2.79 -1.88 0.29 0.059
H 2.14 -1.29 0.67 0.059
H -2.24 -4.46 0.03 0.013
H -0.60 -4.91 -0.54 0.017
H 1.18 -3.43 -0.19 0.007
H -1.75 -4.02 -1.56 0.021